No. 1
BrH6LiO3 | ωB97M-V/def2-TZVPD

Structure (XYZ):
```
11
BrH6LiO3 ωB97M-V/def2-TZVPD
Li 14.950 25.506 49.452
Br 15.301 23.233 48.590
O 16.116 25.660 51.142
H 16.306 24.710 51.596
H 16.683 26.298 51.520
O 13.012 25.237 50.458
H 12.273 25.822 50.167
H 12.651 24.350 50.241
O 14.779 27.257 48.573
H 15.690 27.551 48.461
H 14.711 27.078 47.665
```

- ΔE to the lowest compared entry with this formula, charge and spin (eV) = 0.495
- DFT total energy (eV) = -76489.9914

No. 2
C5H12N2 | ωB97M-V/def2-TZVPD

Structure (XYZ):
```
19
C5H12N2 ωB97M-V/def2-TZVPD
C -0.789 1.191 0.267
C -2.162 1.723 -0.199
C 2.688 0.312 0.778
C 3.018 -0.978 0.996
N -0.156 0.331 -0.728
C -0.438 -1.123 -0.640
N -1.779 -1.358 -0.410
H -0.172 2.084 0.398
H -0.866 0.628 1.208
H -2.531 2.629 0.272
H -2.202 1.773 -1.286
H 2.699 0.341 -0.362
H 2.397 -1.597 1.640
H 3.891 -1.470 0.554
H 0.816 0.385 -0.478
H -0.106 -1.558 -1.606
H 0.392 -1.405 0.042
H -1.886 -2.286 0.005
H -2.844 0.909 0.076
```

- ΔE to the lowest compared entry with this formula, charge and spin (eV) = 10.153
- DFT total energy (eV) = -8349.9835

No. 3
C31H40N3O | ωB97M-V/def2-TZVPD

Structure (XYZ):
```
75
C31H40N3O ωB97M-V/def2-TZVPD
C -6.859 -0.692 -0.523
C -5.433 -0.439 -0.883
C -4.921 0.868 -0.815
C -3.584 1.130 -1.055
C -3.075 2.536 -0.890
C -2.747 0.039 -1.329
N -1.343 0.249 -1.468
C -0.307 -0.101 -0.648
N 0.868 0.224 -1.294
C 2.233 -0.107 -1.018
C 2.671 -1.423 -1.166
C 1.773 -2.530 -1.642
C 4.011 -1.696 -0.925
C 4.928 -0.682 -0.618
C 6.355 -1.001 -0.307
C 4.465 0.645 -0.628
C 3.142 0.955 -0.845
C 2.736 2.401 -0.883
C 0.607 0.934 -2.539
C -0.883 0.936 -2.663
C -3.245 -1.234 -1.580
C -2.362 -2.324 -2.116
C -4.581 -1.473 -1.297
H -7.116 -1.735 -0.707
H -7.039 -0.469 0.535
H -7.526 -0.052 -1.109
H -5.600 1.690 -0.520
H -1.987 2.607 -0.962
H -3.510 3.207 -1.650
H -3.368 2.942 0.092
H 2.275 -3.501 -1.500
H 0.826 -2.592 -1.086
H 1.516 -2.438 -2.712
H 4.381 -2.731 -0.979
H 6.912 -0.085 -0.097
H 6.423 -1.656 0.567
H 6.836 -1.518 -1.144
H 5.186 1.460 -0.449
H 3.407 2.984 -0.233
H 2.846 2.832 -1.892
H 1.715 2.576 -0.531
H 1.012 1.951 -2.509
H 1.110 0.420 -3.370
H -1.224 0.395 -3.557
H -1.285 1.955 -2.741
H -2.971 -3.206 -2.364
H -1.829 -2.027 -3.034
H -1.604 -2.665 -1.388
H -4.992 -2.491 -1.395
C 2.995 3.263 4.352
O 3.400 2.028 3.717
C 2.446 1.145 3.331
C 2.874 -0.020 2.639
C 1.976 -0.743 1.882
C 0.623 -0.367 1.791
C -0.337 -0.853 0.589
N -1.670 -1.131 1.140
C -2.067 -2.494 1.531
C -2.511 -0.157 1.479
C 0.179 0.610 2.706
C 1.061 1.361 3.480
H 3.937 3.789 4.519
H 2.339 3.862 3.702
H 2.495 3.076 5.315
H 3.946 -0.245 2.636
H 2.307 -1.649 1.352
H 0.090 -1.829 0.242
H -2.799 -2.906 0.809
H -1.186 -3.155 1.572
H -2.556 -2.490 2.523
H -3.498 -0.414 1.888
H -2.173 0.881 1.392
H -0.514 0.434 0.290
H -0.886 0.786 2.852
H 0.685 2.152 4.140
```

- net charge = +1
- ΔE to the lowest compared entry with this formula, charge and spin (eV) = 5.683
- DFT total energy (eV) = -39302.4950